Run i
Formula: C3H8NO2
Source: OMol25
Level of theory: wB97M-V/def2-TZVPD

Positions of all 14 atoms, in Å:
C 0.13686 0.03123 0.85693
C 1.25988 0.53529 -0.08629
O 2.60753 0.17151 0.29320
N -1.21815 0.36482 0.44070
C -1.67687 -0.59388 -0.73108
O -0.96643 -0.51544 -1.84440
H 0.32266 0.57760 1.79715
H 0.23996 -1.03516 1.07944
H 1.01886 0.16544 -1.08207
H 1.25120 1.63029 -0.11636
H 2.54219 -0.74971 0.45726
H -1.14211 1.26580 -0.02523
H -1.64481 -1.56428 -0.20437
H -2.73078 -0.28351 -0.83488

Values from the calculation:
Net charge ... -1
SMILES ... [O-]CNCCO

---

Run ii
Formula: C3H8NO2
Source: OMol25
Level of theory: wB97M-V/def2-TZVPD

Positions of all 14 atoms, in Å:
N -0.06153 0.81829 -1.63598
C 0.17828 0.46584 -0.21714
C 0.29754 -0.99804 0.03771
O 1.52789 -1.62074 -0.45542
C -1.03230 1.06485 0.76614
O -1.22271 0.41221 1.87642
H 0.87418 0.81488 -2.05563
H -0.44356 0.03393 -2.16827
H 1.07773 0.96598 0.15996
H 0.30356 -1.17250 1.11022
H -0.58083 -1.53211 -0.33530
H 2.21093 -0.95098 -0.41853
H -0.66048 2.16254 0.78197
H -1.92291 1.22600 0.09354

Values from the calculation:
Net charge ... -1
SMILES ... N[C@@H](C[O-])CO

---

run i comes first in stability; the runner-up is 32.1 kJ/mol higher.

---

Run i
Formula: C19H21N7O8S4Ti
Source: OMol25
Level of theory: wB97M-V/def2-TZVPD

Positions of all 60 atoms, in Å:
Ti 0.22257 -0.10238 0.19018
S -2.63082 0.00316 4.26305
S -0.69382 -0.67528 4.27140
S 0.67284 0.80026 3.85870
S 0.53897 1.52981 1.90009
O 3.17533 6.85307 -4.20180
C 2.06178 6.45450 -3.79946
O 0.93260 6.96197 -3.92828
C 2.11346 5.17632 -2.92214
C 3.32709 4.57408 -2.61837
C 3.33704 3.41025 -1.86682
N 2.23830 2.80738 -1.41827
C 1.07350 3.40174 -1.68725
C 0.96483 4.57845 -2.41988
C -0.18058 2.73678 -1.17277
O -1.23541 3.32871 -1.11592
O -0.07078 1.45997 -0.86596
H 4.23685 5.02661 -2.99045
H 4.28045 2.92673 -1.61872
H -0.00027 5.02502 -2.61163
N -1.86607 0.10329 0.87635
C -2.51695 -1.18968 0.67561
C -4.02988 -1.15793 0.87139
C -4.69246 -2.52820 1.02663
C -4.46066 -3.21513 2.38373
N -3.09631 -3.26271 2.88003
C -2.08444 -3.94347 2.27317
N -2.46367 -4.85464 1.29230
N -0.82939 -3.81283 2.54604
C -2.01885 -1.73544 -0.66311
O -2.61698 -2.57918 -1.30490
O -0.86484 -1.22392 -0.99520
H -1.96442 0.38116 1.85771
H -2.25979 0.84169 0.29655
H -2.05297 -1.82506 1.42666
H -4.47801 -0.62800 0.02469
H -4.21579 -0.56419 1.77132
H -4.38890 -3.15862 0.18983
H -5.77665 -2.40705 0.92925
H -4.86150 -4.23223 2.34397
H -5.02405 -2.67561 3.14695
H -2.82049 -2.43964 3.42064
H -3.14055 -4.49842 0.63179
H -1.64029 -5.19179 0.81520
H -0.69039 -3.14336 3.30201
H 0.27838 -3.05484 1.31253
N 7.28688 0.31680 -2.30510
C 6.19667 0.20792 -1.96149
C 4.83479 0.04526 -1.51649
C 3.78214 0.22758 -2.39913
C 2.49864 0.04759 -1.91541
N 2.25263 -0.29422 -0.65468
C 3.26528 -0.45921 0.20002
C 4.57830 -0.29846 -0.19279
H 3.94888 0.52884 -3.42227
H 1.63337 0.20480 -2.54450
H 2.98387 -0.72264 1.21180
H 5.38418 -0.43188 0.51330
O 0.70309 -1.22704 1.60353
O 0.86327 -2.42671 0.80635

Values from the calculation:
Net charge ... -2

---

Run ii
Formula: C19H21N7O8S4Ti
Source: OMol25
Level of theory: wB97M-V/def2-TZVPD

Positions of all 60 atoms, in Å:
Ti -0.77301 0.27631 0.24429
S -2.36422 -0.93293 -1.16446
S -2.06482 -2.95753 -1.15288
S -0.43267 -3.20811 -2.44409
S -0.85026 -2.38452 -4.28288
O -0.17139 6.22804 4.11416
C 0.40469 5.91948 3.09944
O 1.18041 6.78402 2.45226
C 0.31982 4.52034 2.54495
C 1.38031 3.93110 1.86558
C 1.21730 2.65846 1.35475
N 0.08828 1.96335 1.49858
C -0.91623 2.51436 2.18284
C -0.84010 3.78475 2.73293
C -2.17590 1.65543 2.33101
O -3.07249 2.06211 3.04770
O -2.10253 0.55445 1.68412
H 2.31474 4.45119 1.71730
H 2.01453 2.17526 0.80343
H -1.68782 4.17381 3.27722
N 0.52049 0.09384 -1.52383
C 0.01840 0.88153 -2.66825
C 1.12500 1.32787 -3.64257
C 1.64028 2.75577 -3.44770
C 2.00835 3.01423 -1.99656
N 2.29691 4.41031 -1.67559
C 1.43992 5.19343 -0.94029
N 1.83801 6.18607 -0.18960
N 0.13120 4.88329 -1.00047
C -0.86953 2.00758 -2.12423
O -1.11559 3.01601 -2.79157
O -1.31304 1.81552 -0.93195
H 1.48240 0.32526 -1.27270
H 0.52761 -0.91313 -1.73068
H -0.66625 0.20816 -3.20183
H 0.77588 1.20814 -4.66839
H 1.94456 0.61059 -3.53296
H 0.86668 3.46258 -3.74176
H 2.50995 2.93398 -4.08886
H 2.86943 2.40746 -1.70316
H 1.19069 2.70175 -1.34851
H 3.26551 4.65422 -1.56853
H 2.85100 6.25416 -0.20814
H 1.41980 6.52457 1.50295
H -0.28705 4.25594 -1.69409
H -0.49313 5.50712 -0.52184
N 7.82684 -0.07597 2.74833
C 6.86267 -0.05801 2.12270
C 5.65758 -0.02096 1.33523
C 5.73340 0.15657 -0.04251
C 4.53935 0.23683 -0.73969
N 3.34507 0.14401 -0.16655
C 3.27801 -0.10116 1.14254
C 4.41507 -0.15571 1.94021
H 6.68534 0.24087 -0.54682
H 4.54497 0.39060 -1.81439
H 2.29005 -0.22279 1.56644
H 4.32935 -0.32388 3.00421
O 0.17482 -1.01831 0.85024
O 1.13089 -1.94603 0.54801

Values from the calculation:
Net charge ... -2

---

run i comes first in stability; the runner-up is 93.7 kJ/mol higher.

---

Run i
Formula: C39H32I2InN12O3S
Source: OMol25
Level of theory: wB97M-V/def2-TZVPD

Positions of all 90 atoms, in Å:
In -0.16680 -0.74836 -0.15143
I 0.20191 2.02500 -7.39592
C 0.59901 1.13621 -5.55052
C 1.16148 -0.12714 -5.49381
C 1.41066 -0.70701 -4.26159
I 2.32468 -2.58349 -4.24485
C 1.11172 -0.07919 -3.03127
O 1.34494 -0.62600 -1.87858
C 0.55970 1.22748 -3.14312
C 0.25237 1.97030 -1.87731
N -0.86631 1.34815 -1.14711
C -2.13965 1.47298 -1.84574
C -3.14612 0.41701 -1.46007
C -4.29618 0.25051 -2.22590
C -5.19019 -0.74231 -1.87867
C -4.90612 -1.54691 -0.78267
C -3.74017 -1.30935 -0.08110
N -2.88126 -0.33796 -0.40189
C 0.30983 1.80936 -4.37265
H 1.41005 -0.65909 -6.40169
H 1.12132 1.93049 -1.22109
H 0.04216 3.02286 -2.10234
H -0.94290 1.73772 -0.20716
H -2.58266 2.46318 -1.66992
H -1.95627 1.39334 -2.91828
H -4.46618 0.88048 -3.08997
H -6.08814 -0.90035 -2.46208
H -5.56807 -2.34738 -0.48284
H -3.45698 -1.92634 0.76436
H -0.10944 2.80856 -4.40845
O -0.76263 0.98868 1.60094
N -1.84980 0.72673 2.29359
C -2.68216 1.75370 2.57636
C -3.83208 1.57683 3.29504
C -4.14498 0.29134 3.74120
C -3.29606 -0.74348 3.44210
C -2.11423 -0.54926 2.70265
S -1.05406 -1.82412 2.28496
H -2.34298 2.70344 2.19226
H -4.46564 2.42678 3.50029
H -5.04564 0.11030 4.31222
H -3.50640 -1.75317 3.76438
C 3.34004 0.07585 4.27169
N 2.75690 0.34247 2.97183
C 2.08523 -0.48181 2.16966
N 1.79963 0.13507 1.03740
C 2.33545 1.37154 1.21707
N 2.93141 1.54039 2.37037
C 4.82879 -0.16790 4.19686
C 5.69120 0.44036 5.09700
C 7.05881 0.20022 5.03478
C 7.57701 -0.63967 4.06624
C 6.71405 -1.24710 3.15717
C 5.34658 -1.01476 3.22740
C 7.24907 -2.11318 2.10955
N 8.47334 -2.37816 1.81479
N 8.43700 -3.22619 0.71359
C 7.19420 -3.39861 0.42824
O 6.37500 -2.72803 1.27649
C 6.58045 -4.16980 -0.65011
C 7.35070 -4.61727 -1.71614
C 6.73729 -5.30998 -2.74788
C 5.37210 -5.55064 -2.71692
C 4.60122 -5.11614 -1.64350
C 3.12082 -5.42570 -1.62162
N 2.39280 -4.70903 -0.59589
C 2.14909 -3.39621 -0.48011
N 1.52052 -3.15762 0.65485
C 1.40361 -4.39321 1.20806
N 1.92631 -5.36260 0.49313
C 5.21304 -4.42798 -0.61023
H 2.81885 -0.79096 4.68072
H 3.12681 0.93134 4.91024
H 1.80911 -1.49070 2.42066
H 2.28839 2.15890 0.48500
H 5.29508 1.11493 5.84665
H 7.72211 0.68234 5.74034
H 8.63956 -0.82786 3.99475
H 4.68815 -1.48458 2.50684
H 8.41111 -4.40595 -1.73345
H 7.32457 -5.65242 -3.58938
H 4.90059 -6.07903 -3.53795
H 2.95794 -6.48199 -1.41096
H 2.67659 -5.20371 -2.59293
H 2.40640 -2.65897 -1.22718
H 0.91824 -4.57620 2.15319
H 4.63321 -4.08114 0.23390
N -1.23528 -2.96795 -3.26949
C -1.44104 -1.92719 -2.79402
H -0.93974 -3.82837 -3.67826

Values from the calculation:
2S+1 ... 2

---

Run ii
Formula: C39H32I2InN12O3S
Source: OMol25
Level of theory: wB97M-V/def2-TZVPD

Positions of all 90 atoms, in Å:
In 0.71135 0.48838 -0.04600
I -0.31670 -2.11581 -7.33380
C -0.36477 -1.01190 -5.53912
C -0.10628 0.34714 -5.55964
C -0.12154 1.03771 -4.36529
I 0.26574 3.10106 -4.40458
C -0.41174 0.45167 -3.10203
O -0.46299 1.14593 -2.01046
C -0.67961 -0.94684 -3.15096
C -0.93258 -1.66341 -1.85568
N 0.31155 -1.78964 -1.08108
C 1.32914 -2.65659 -1.65874
C 2.74657 -2.29302 -1.26678
C 3.80913 -2.63541 -2.09749
C 5.09210 -2.27108 -1.73517
C 5.28072 -1.57519 -0.54938
C 4.16855 -1.28787 0.22130
N 2.93060 -1.64755 -0.11817
C -0.64681 -1.64919 -4.34275
H 0.10253 0.85434 -6.49114
H -1.61493 -1.05965 -1.25153
H -1.39672 -2.63846 -2.05123
H 0.10127 -2.07454 -0.12361
H 1.17085 -3.70368 -1.36422
H 1.25825 -2.60568 -2.74474
H 3.62108 -3.16290 -3.02450
H 5.93208 -2.50703 -2.37624
H 6.26462 -1.25687 -0.23282
H 4.26234 -0.73788 1.15214
H -0.86365 -2.71155 -4.33471
O 0.06432 -1.37496 1.56273
N 1.08752 -1.81716 2.25307
C 1.25676 -3.15002 2.39388
C 2.28772 -3.68473 3.12088
C 3.20572 -2.82204 3.71876
C 3.04751 -1.46687 3.54746
C 1.97988 -0.93919 2.80501
S 1.75260 0.73495 2.57483
H 0.51152 -3.75032 1.89409
H 2.36809 -4.75740 3.21877
H 4.03292 -3.21101 4.29723
H 3.73831 -0.75736 3.97918
C -2.69639 1.92384 4.31817
N -2.41934 1.28363 3.04529
C -1.47650 1.57587 2.13842
N -1.58359 0.74758 1.11688
C -2.64359 -0.03191 1.44422
N -3.17025 0.25308 2.60940
C -3.77188 3.00146 4.30696
C -4.76217 2.95450 5.27887
C -5.73632 3.93543 5.35451
C -5.75672 4.96715 4.44313
C -4.80357 5.00541 3.42842
C -3.80005 4.02990 3.36543
C -4.89705 6.06695 2.43589
N -5.78460 7.00779 2.37050
N -5.50567 7.75278 1.25817
C -4.48386 7.20444 0.68849
O -4.03491 6.13372 1.39444
C -3.84441 7.56994 -0.56235
C -4.39222 8.55930 -1.37291
C -3.79199 8.84761 -2.58846
C -2.67258 8.14010 -2.99985
C -2.13308 7.14354 -2.19248
C -0.94247 6.36037 -2.68569
N -0.71496 5.17693 -1.89290
C -1.55017 4.15412 -1.66490
N -0.99929 3.32180 -0.80526
C 0.20888 3.88944 -0.53644
N 0.41457 5.02018 -1.17109
C -2.71233 6.87750 -0.96910
H -1.74858 2.34131 4.65944
H -3.00607 1.14029 5.00529
H -0.71435 2.32907 2.25027
H -3.00956 -0.83663 0.82912
H -4.75869 2.14932 6.00409
H -6.49016 3.88724 6.12920
H -6.51050 5.74172 4.48116
H -3.05604 4.07914 2.58016
H -5.27393 9.08601 -1.03382
H -4.21233 9.60818 -3.23301
H -2.21996 8.34237 -3.96445
H -0.03593 6.96113 -2.63799
H -1.11214 6.07666 -3.72601
H -2.51336 4.00874 -2.13251
H 0.92834 3.45603 0.13918
H -2.30893 6.11283 -0.31906
N 3.14050 1.54118 -2.61808
C 2.46158 0.64051 -2.32904
H 3.67418 2.34593 -2.86525

Values from the calculation:
2S+1 ... 2

---

run i comes first in stability; the runner-up is 106.1 kJ/mol higher.